Entry 1:
81
Properties=species:S:1:pos:R:3 method="wB97M-V/def2-TZVPD" total_charge=0 energy_ha=-1625.08331 homo_energy_ev=-8.93 smiles="COC[C@H](C)N.COCCNCCOC.COCCNCCOC.NC(N)=O.NC(N)=O" lumo_energy_ha=0.01311 e_above_lowest_kcal_mol=6.3
C 1.5737 2.1064 4.2014
O 0.5620 1.1931 4.6254
C -0.0853 0.6178 3.4609
C -1.3450 -0.2347 3.8718
C -1.0001 -1.6663 4.2079
N -2.3538 -0.1852 2.8772
H 2.0819 2.5545 5.0552
H 1.0975 2.8705 3.5870
H 2.4025 1.5947 3.7121
H -0.4903 1.3871 2.8034
H 0.6599 0.1882 2.7915
H -1.7261 0.1131 4.8320
H -0.4806 -1.7979 5.1570
H -0.3684 -2.1787 3.4822
H -1.9008 -2.2763 4.2766
H -2.7091 0.7517 3.0044
H -3.0980 -0.8367 3.0813
C -1.5942 -4.7254 0.2037
O -0.2807 -4.5279 0.7735
C 0.7822 -4.7475 -0.1791
C 2.0854 -4.3404 0.5548
N 3.3377 -4.6583 -0.1375
C 4.5355 -3.8248 0.2025
C 4.2949 -2.3828 -0.3173
O 4.0506 -2.2735 -1.7527
C 3.6091 -0.9824 -2.1777
H -1.7336 -3.9149 -0.5117
H -2.2730 -4.6287 1.0510
H -1.6805 -5.7718 -0.0891
H 0.6345 -4.1146 -1.0541
H 0.7645 -5.7808 -0.5257
H 2.0783 -4.8858 1.4985
H 2.0117 -3.2778 0.7861
H 3.1385 -4.3169 -1.0670
H 5.4681 -4.2833 -0.1265
H 4.7456 -3.7199 1.2669
H 5.1660 -1.7998 -0.0185
H 3.4415 -1.9002 0.1591
H 4.4676 -0.3352 -1.9986
H 2.6348 -0.8027 -1.7233
H 3.4859 -0.9422 -3.2600
C -0.2991 1.5170 -3.5572
O -1.1171 1.9232 -2.4986
C -1.8219 3.1265 -2.8943
C -2.7710 3.6835 -1.7524
N -2.2380 4.6119 -0.8764
C -1.0768 4.0837 -0.1012
C -0.4156 4.9964 1.0367
O 0.4330 5.9280 0.5231
C 0.9175 6.7355 1.5840
H -0.7280 1.4196 -4.5545
H 0.0243 0.5095 -3.2957
H 0.6503 2.0471 -3.4813
H -2.4058 3.0078 -3.8070
H -1.0311 3.8490 -3.0958
H -3.1463 2.8007 -1.2347
H -3.6185 4.1967 -2.2067
H -1.9471 5.4066 -1.4276
H -0.3053 3.7277 -0.7839
H -1.3924 3.1796 0.4195
H 0.1255 4.2619 1.6333
H -1.2709 5.4466 1.5405
H 1.5268 6.1465 2.2697
H 0.1755 7.2110 2.2254
H 1.5685 7.4459 1.0745
N -1.4912 0.1030 -0.4152
C -0.9669 -1.0837 -0.5817
N -0.8469 -1.6099 0.5912
O -0.5801 -1.5428 -1.6226
H -1.6667 0.2467 0.5690
H -1.4059 0.8589 -1.0796
H -1.0693 -1.1455 1.4601
H -0.5278 -2.5664 0.6492
N -1.4507 -2.3346 -4.1739
C -2.2927 -1.4386 -4.6074
N -2.9530 -0.8532 -3.6450
O -2.5698 -1.1676 -5.7500
H -1.1022 -2.2327 -3.2314
H -0.8710 -2.8576 -4.8146
H -2.5179 -0.8352 -2.7337
H -3.5145 -0.0666 -3.9382

Entry 2:
20
Properties=species:S:1:pos:R:3 method="wB97M-V/def2-TZVPD" total_charge=-1 energy_ha=-402.86869 homo_energy_ev=-2.89 lumo_energy_ha=0.13541 e_above_lowest_kcal_mol=100.9
C -1.3138 2.0488 -0.4884
O -0.5536 2.9979 -1.0032
C -0.3737 0.7442 -0.1786
C -0.9884 -0.6324 -0.2537
C -0.0426 -1.5392 0.5742
C -0.3932 -2.7466 0.9850
N 0.8844 1.0478 -0.9648
H -2.1169 1.6896 -1.1938
H -1.7302 2.3912 0.5143
H -0.1478 0.9661 0.8893
H -2.0011 -0.5091 0.2071
H -0.8982 -1.2095 -1.2211
H 1.0432 -1.2471 0.6415
H -1.4383 -3.3186 0.9831
H 0.1396 -3.5628 1.2897
H 1.0400 0.4717 -1.7852
H 0.7866 2.0068 -1.2879
H 2.3800 0.2728 0.0061
H 2.6992 0.2145 1.6098
O 3.0249 -0.0861 0.6768

Entry 3:
40
Properties=species:S:1:pos:R:3 method="wB97M-V/def2-TZVPD" total_charge=0 energy_ha=-1202.63569 homo_energy_ev=-10.10 smiles="CC[C@](F)(C#N)[C@](I)(C#N)CCCCCCOC(C)=O" lumo_energy_ha=-0.03433 e_above_lowest_kcal_mol=261.1
C -0.8882 -2.7959 1.3519
C -1.7334 -3.0260 -0.0329
C -1.0421 -2.4130 -1.3856
F -1.4906 -3.3047 -2.5202
C 0.5963 -2.4465 -1.4113
N 1.8739 -2.6291 -1.2093
C -1.5142 -0.8950 -1.7856
I -3.6689 -0.8337 -2.3477
C -0.7050 -0.5267 -3.2023
N -0.0076 -0.2016 -4.2610
C -1.0911 0.2714 -0.7141
C -2.2157 0.6043 0.4317
C -1.7011 1.6308 1.6180
C -0.6894 2.8134 1.1032
C 0.7949 2.4964 1.7241
C 1.9124 2.2529 0.5192
O 3.1352 1.6550 1.1005
C 3.4782 0.3832 0.4378
C 3.7421 0.1750 -1.1675
O 3.5492 -0.7094 1.2282
H -1.0751 -1.7213 1.8354
H -1.3432 -3.5604 2.1483
H 0.2533 -3.0453 1.2902
H -2.7666 -2.4439 0.1048
H -2.0267 -4.1568 -0.1934
H -0.9579 1.2738 -1.3479
H -0.0082 0.0642 -0.2582
H -3.2139 1.0949 -0.0011
H -2.5840 -0.3882 0.9778
H -1.2831 1.0235 2.5307
H -2.6848 2.1833 2.0075
H -1.0511 3.8346 1.6033
H -0.6905 3.0055 -0.0511
H 1.1507 3.4762 2.2921
H 0.8174 1.6326 2.5250
H 1.4886 1.6704 -0.4039
H 2.2037 3.3458 0.1452
H 4.4072 1.0085 -1.6672
H 2.7035 0.0418 -1.7069
H 4.3260 -0.8402 -1.3078

Entry 4:
10
Properties=species:S:1:pos:R:3 method="wB97M-V/def2-TZVPD" total_charge=0 energy_ha=-607.23936 homo_energy_ev=-9.04 lumo_energy_ha=0.02218 e_above_lowest_kcal_mol=105.1
O -1.5263 -1.0102 0.2142
N -1.9271 0.2693 -0.3173
C -0.8818 1.1027 -0.1322
C 0.4489 0.4149 0.6204
S 1.8118 -0.1951 -0.1787
H -2.2715 -1.5695 -0.3229
H -0.7818 2.1242 -0.6201
H 1.0841 1.2920 0.8356
H 0.0856 -0.2840 1.4704
H 1.1918 -1.3502 -0.9256

Entry 5:
15
Properties=species:S:1:pos:R:3 method="wB97M-V/def2-TZVPD" total_charge=0 energy_ha=-396.02826 homo_energy_ev=-9.97 lumo_energy_ha=0.02682 e_above_lowest_kcal_mol=75.4
H -1.5281 -2.5450 -0.9006
N -0.9692 -1.7196 -0.9470
C -0.2220 -1.3148 0.0193
O -0.0528 -1.7627 1.2561
C 0.9080 -0.3487 -0.2775
N 0.5730 1.0167 0.3122
C -0.0163 1.8777 -0.3765
H -0.9097 -1.8430 1.7224
H 1.8781 -0.4549 0.2528
H 1.1251 -0.0590 -1.3791
H -0.5099 2.7548 0.0522
H -0.1842 1.6540 -1.5256
C -1.3230 0.5312 2.4104
N -2.3938 0.3503 2.7601
H -0.3668 0.7395 2.0409

Entry 6:
21
Properties=species:S:1:pos:R:3 method="wB97M-V/def2-TZVPD" total_charge=0 energy_ha=-399.57290 homo_energy_ev=-7.64 lumo_energy_ha=-0.00994 e_above_lowest_kcal_mol=109.4
C -0.6314 1.4328 -0.9577
C -0.7822 1.4033 -2.3366
N 0.4247 0.8793 -3.0683
N -1.4801 1.2795 0.0140
H 0.3958 1.6191 -0.6052
H -1.5067 1.8060 -3.0170
H 0.8694 1.6115 -3.6272
H 1.0985 0.4815 -2.4237
H 0.1176 0.1719 -3.7207
H -2.4668 1.4538 -0.1275
H -0.9916 0.9298 1.1698
C -0.1224 -0.5800 2.3759
O -0.4592 0.7387 2.1734
C 0.8199 -1.1606 1.3144
N 1.0491 -2.6095 1.4537
H 0.3627 -0.7686 3.3476
H -1.0089 -1.2371 2.3794
H 0.4025 -0.9947 0.3130
H 1.7733 -0.6352 1.3808
H 1.8655 -2.8047 2.0148
H 0.2704 -3.0168 1.9472

Entry 7:
8
Properties=species:S:1:pos:R:3 method="wB97M-V/def2-TZVPD" total_charge=0 energy_ha=-507.89982 homo_energy_ev=-9.21 smiles="[H]/N=N/[PH2]=N" lumo_energy_ha=-0.03265 e_above_lowest_kcal_mol=36.4
H -1.0135 -1.5763 -2.2269
N -0.2993 -1.4681 -1.5175
N -0.5394 -0.3822 -0.8709
P 0.1104 0.2063 0.5807
N 1.2560 1.2306 0.3737
H 0.2944 -0.9244 1.5397
H -1.0595 0.7995 1.2554
H 1.2509 2.1145 0.8658

Entry 8:
19
Properties=species:S:1:pos:R:3 method="wB97M-V/def2-TZVPD" total_charge=0 energy_ha=-348.16332 homo_energy_ev=-10.22 smiles="CCCCC=O.O" lumo_energy_ha=0.02862 e_above_lowest_kcal_mol=26.0
C -1.8609 -1.6160 -1.0963
C -0.8530 -1.5691 0.0342
C 0.5318 -1.1419 -0.4696
C 0.5923 0.3218 -0.9603
C -0.3871 1.2955 -0.3899
O -0.5059 1.6460 0.7616
H -1.5884 -2.3424 -1.8736
H -1.8918 -0.7068 -1.6791
H -2.7885 -2.0431 -0.7468
H -1.1450 -0.8173 0.7679
H -0.7953 -2.5071 0.5907
H 1.3423 -1.3502 0.2242
H 0.7774 -1.7230 -1.3495
H 1.5964 0.6901 -0.7078
H 0.6057 0.3788 -2.0453
H -1.0982 1.7122 -1.1299
O 2.2309 1.1168 1.6976
H 1.3602 1.3032 1.2983
H 2.0946 1.0550 2.6456

Entry 9:
11
Properties=species:S:1:pos:R:3 method="wB97M-V/def2-TZVPD" total_charge=+1 energy_ha=-135.42477 homo_energy_ev=-14.09 lumo_energy_ha=-0.17283 e_above_lowest_kcal_mol=47.7
N 1.4315 -1.6743 -0.3680
H 1.1013 -2.5527 0.0599
H 1.7644 -1.0422 0.5393
H 2.2627 -1.8281 -0.9275
H 0.6208 -1.1859 -0.8009
C -0.7006 1.4260 0.7147
C -1.6294 1.3829 -0.1637
H -0.9200 1.0703 1.7566
H 0.2907 1.6549 0.6350
H -2.7204 1.0680 -0.2174
H -1.5009 1.6812 -1.2280

Entry 10:
54
Properties=species:S:1:pos:R:3 method="wB97M-V/def2-TZVPD" total_charge=+1 energy_ha=-1354.09603 homo_energy_ev="-8.17 / -11.93" s_squared=8.780 lumo_energy_ha="-0.09252 / -0.20482" multiplicity=6 e_above_lowest_kcal_mol=0.0
C -4.2708 0.4810 -2.4821
C -4.2700 -0.9831 -2.6369
C -5.2648 1.0817 -1.5787
C -3.7806 1.2864 -3.6136
H -6.2635 1.0874 -2.0563
H -5.0269 2.1247 -1.3296
H -5.3648 0.5194 -0.6406
H -5.1206 -1.3006 -3.2708
H -4.3712 -1.5038 -1.6762
H -3.3540 -1.3413 -3.1251
H -4.5541 1.3495 -4.4034
H -2.8884 0.8417 -4.0734
H -3.5358 2.3149 -3.3205
C -0.4113 -0.4985 2.0331
C -1.5659 0.3353 1.9534
C -2.3459 -0.1066 0.8184
H -1.8400 1.1263 2.6493
C -1.6143 -1.1545 0.1714
C -0.4321 -1.3977 0.9274
H 0.3237 -2.1467 0.7015
H 0.3556 -0.4468 2.8073
H -3.3326 0.2619 0.5348
H -1.9246 -1.6836 -0.7290
C 0.5984 2.5596 -1.2255
C 0.4694 2.8891 0.1442
C -0.9238 2.8249 0.5052
H 1.2708 3.1733 0.8154
C -1.6516 2.4027 -0.6836
C -0.6718 2.1327 -1.7070
H -0.8867 1.6991 -2.6888
H 1.5058 2.5853 -1.8080
H -1.3716 3.1240 1.4462
H -2.7323 2.3515 -0.7954
Ir -0.5664 0.8184 0.1361
C 3.3170 -3.5557 1.8864
C 4.0244 -2.9392 0.6987
N 3.2766 -1.8730 -0.0045
C 2.6451 -0.8231 0.5297
S 1.5792 -0.0367 -0.6255
N 2.8777 -0.3664 1.7713
C 4.2308 -0.3544 2.4385
C 5.1408 0.7229 1.8948
H 3.0953 -2.8294 2.6713
H 3.9609 -4.3354 2.3056
H 2.3860 -4.0405 1.5760
H 5.0212 -2.5486 0.9517
H 4.1718 -3.7081 -0.0679
H 2.9909 -2.0427 -0.9725
H 2.3044 0.4469 2.0162
H 4.0139 -0.1793 3.4990
H 4.6585 -1.3497 2.3476
H 4.7130 1.7137 2.0981
H 6.1260 0.6790 2.3748
H 5.2788 0.6120 0.8112

Entry 11:
23
Properties=species:S:1:pos:R:3 method="wB97M-V/def2-TZVPD" total_charge=0 energy_ha=-663.05838 homo_energy_ev=-8.52 smiles="O=c1cc[nH]c(=O)[nH]1.c1ccncc1" lumo_energy_ha=0.01144 e_above_lowest_kcal_mol=69.6
O 0.1917 -1.0894 -1.3556
C -0.8165 -0.7840 -0.7808
C -1.8826 -1.6142 -0.0674
C -2.8924 -1.0071 0.5494
N -3.1745 0.3219 0.4483
C -2.4339 1.1890 -0.3202
O -2.8042 2.3271 -0.5232
N -1.1401 0.6508 -0.6583
H -1.9378 -2.7190 -0.2371
H -3.5216 -1.6812 1.0601
H -4.0445 0.8285 0.8299
H -0.6526 1.2682 -1.2821
C 2.2193 -0.2910 1.2530
C 2.4214 1.0499 1.0975
C 2.5314 1.6136 -0.1655
N 2.4521 0.8926 -1.1792
C 2.1141 -0.4208 -1.0713
C 2.0852 -1.1138 0.1039
H 2.3802 -0.6122 2.3390
H 2.3899 1.7566 1.9848
H 2.5846 2.6723 -0.2424
H 2.1044 -1.0620 -1.9562
H 1.8263 -2.1758 0.1732

Entry 12:
135
Properties=species:S:1:pos:R:3 method="wB97M-V/def2-TZVPD" total_charge=+1 energy_ha=-2676.07234 homo_energy_ev=-8.07 lumo_energy_ha=-0.16386
C -5.3436 2.7825 -1.1202
O -4.7781 3.3366 0.0816
C -3.5279 2.9747 0.4599
C -2.6777 2.1927 -0.3471
C -1.4357 1.8302 0.1389
C -0.9059 2.3673 1.3241
C 0.4830 2.0829 1.6284
N 1.2908 3.0267 2.2416
C 1.0474 4.4190 2.4445
C 1.2098 4.9343 3.7339
C 1.8692 4.1372 4.8676
C 0.8716 3.7156 5.9383
C 3.0869 4.8743 5.4187
C 0.7467 6.2326 3.9567
C 0.2702 7.0056 2.9023
C 0.3027 6.5303 1.5924
C 0.7410 5.2348 1.3358
C 1.0235 4.8110 -0.1174
C 2.2932 5.4923 -0.6272
C -0.1726 5.0864 -1.0255
N 2.5261 2.5355 2.4877
N 2.5407 1.3072 1.9271
C 3.7282 0.5271 2.1594
C 4.0587 0.1562 3.4780
C 3.1062 0.4313 4.6427
C 3.8421 0.5684 5.9794
C 1.9613 -0.5808 4.6894
C 5.2815 -0.4716 3.6975
C 6.1550 -0.7298 2.6412
C 5.8582 -0.2603 1.3669
C 4.6795 0.4448 1.1344
C 4.5285 1.2347 -0.1701
C 4.5832 0.3275 -1.3967
C 5.5777 2.3511 -0.2386
C 1.2985 0.9885 1.3314
C 1.0259 -0.1814 0.6302
C -1.7800 3.1610 2.1431
C -3.0730 3.4153 1.7383
H -6.3074 3.2771 -1.2296
H -4.7179 2.9937 -1.9930
H -5.4885 1.7011 -1.0197
H -2.9857 1.8527 -1.3354
H -0.8059 1.1390 -0.4129
H 2.2681 3.2182 4.4261
H 0.0902 3.0878 5.4968
H 1.3646 3.1202 6.7156
H 0.3859 4.5823 6.4022
H 3.7739 5.0914 4.5945
H 2.8023 5.8191 5.8949
H 3.6240 4.2490 6.1399
H 0.7671 6.6188 4.9769
H -0.0942 8.0107 3.0970
H -0.0040 7.1613 0.7560
H 1.1986 3.7278 -0.1149
H 3.1303 5.2961 0.0514
H 2.5683 5.1362 -1.6248
H 2.1371 6.5748 -0.6731
H -1.1108 4.8316 -0.5220
H -0.1975 6.1460 -1.3034
H -0.1126 4.4895 -1.9442
H 2.6448 1.4122 4.4546
H 4.6897 1.2529 5.8654
H 3.1876 0.9914 6.7505
H 4.2192 -0.3983 6.3357
H 1.4283 -0.5889 3.7326
H 2.3406 -1.5962 4.8730
H 1.2364 -0.3246 5.4732
H 5.5497 -0.7753 4.7097
H 7.0785 -1.2780 2.8157
H 6.5492 -0.3992 0.5329
H 3.5397 1.7056 -0.1591
H 3.6972 -0.3171 -1.4116
H 4.5977 0.9111 -2.3262
H 5.4748 -0.3100 -1.3664
H 5.5085 2.9863 0.6506
H 6.5891 1.9282 -0.2789
H 5.4327 2.9899 -1.1164
H 1.8637 -0.8429 0.4290
H -0.0198 -0.4573 0.5760
H -1.4125 3.5758 3.0886
H -3.7616 3.9773 2.3678
C -4.7269 -6.6698 -4.3665
N -4.5039 -5.5286 -3.5092
C -5.4476 -5.1876 -2.5759
O -6.5357 -5.7378 -2.4030
C -4.8820 -4.0482 -1.7516
C -4.7219 -4.4714 -0.2875
C -3.5556 -5.4292 -0.1621
C -3.6805 -6.7851 -0.4947
C -2.5551 -7.6134 -0.4753
C -1.2892 -7.0766 -0.2258
C -1.1669 -5.7265 0.1294
C -2.3049 -4.9279 0.2139
N -3.5955 -3.7799 -2.3847
C -2.8250 -2.7766 -1.9265
C -1.6261 -2.3442 -2.4812
C -0.8816 -1.2489 -2.0035
C 0.0176 -0.5503 -2.8992
C 0.1798 0.8590 -2.8821
C 0.6612 1.5469 -3.9939
C 1.0009 0.8490 -5.1598
C 0.9752 -0.5558 -5.1494
C 0.6321 -1.2434 -3.9841
C -3.3687 -4.6223 -3.5890
C -2.0441 -5.4235 -3.6225
C -1.7581 -5.6415 -5.1088
C -2.6144 -4.6251 -5.9090
C -3.4176 -3.8057 -4.9039
H -5.7553 -7.0185 -4.2103
H -4.6077 -6.4007 -5.4195
H -4.0465 -7.5039 -4.1338
H -5.5220 -3.1560 -1.8756
H -4.5569 -3.5797 0.3326
H -5.6501 -4.9634 0.0270
H -4.6659 -7.1918 -0.7459
H -2.6693 -8.6797 -0.6763
H -0.4002 -7.7028 -0.3008
H -0.1929 -5.2807 0.3421
H -2.2345 -3.8840 0.5460
H -3.2376 -2.2560 -1.0575
H -1.3018 -2.8265 -3.4082
H -1.0800 -0.8530 -1.0051
H -0.2153 1.4111 -2.0373
H 0.7769 2.6275 -3.9247
H 1.2530 1.3905 -6.0743
H 1.2534 -1.1031 -6.0507
H 0.7171 -2.3289 -3.9305
H -1.2641 -4.8369 -3.1231
H -2.1517 -6.3597 -3.0593
H -0.6882 -5.5237 -5.3271
H -2.0358 -6.6673 -5.3954
H -1.9825 -3.9785 -6.5326
H -3.2976 -5.1612 -6.5842
H -4.4639 -3.6396 -5.2015
H -2.9584 -2.8282 -4.7115